# 1
DFT (ωB97M-V with the def2-TZVPD basis set) results for 2 unconnected molecules or ions with the total composition C26H47N4O2.

Net charge ... +1
E_tot ... -37770.8836 eV
Orbital gap ... 6.10 eV
Molar mass ... 447.69 g mol⁻¹

Last column: Mulliken charge in e.
Element x y z (Å)
C 2.7682 -1.3510 0.0591  -0.4837
C 1.7693 -2.1320 0.6728  -0.5116
N 0.5188 -1.8627 0.3777  0.3334
N 0.0496 -0.9635 -0.4522  -0.6532
C 0.9543 -0.2134 -1.0365  -0.1651
C 0.4519 0.8476 -2.0075  3.1512
C 1.3895 2.0795 -2.1489  -1.0826
C 0.5590 3.4006 -2.1208  -1.0432
C -0.4388 3.5173 -3.2946  -1.0712
C -1.8568 2.9186 -3.0428  0.3807
C -2.4676 3.2216 -1.6525  -0.2270
C -4.0230 3.1702 -1.7155  -1.3668
C -4.5582 1.9331 -2.4767  -0.5051
C -4.3030 0.5912 -1.7376  -1.1919
C -3.2521 -0.3486 -2.3802  0.2173
C -3.4539 -0.6088 -3.8892  -0.1911
C -2.7071 -1.8715 -4.3922  -1.0094
N -1.3075 -1.5258 -4.6759  0.3560
C -0.8853 -0.7023 -5.6560  -0.4389
C 0.4879 -0.5545 -5.6590  -0.6661
C 0.8948 -1.4168 -4.5682  -0.4662
C -0.2130 -2.0005 -3.9995  -0.5374
C 2.3675 -0.3718 -0.8345  -0.5506
H 3.8209 -1.5110 0.2894  0.4953
H 2.0374 -2.9249 1.3726  0.4664
H -0.1807 -2.4420 0.8429  0.3488
H -0.4870 1.2103 -1.5508  -1.1239
H 0.1551 0.3924 -2.9664  -0.6363
H 1.8617 2.0139 -3.1439  0.3306
H 2.1308 2.1768 -1.3418  0.5471
H 1.3095 4.2015 -2.2549  0.4429
H 0.1227 3.5632 -1.1249  0.4125
H -0.5802 4.5894 -3.5098  0.3535
H -0.0321 3.0593 -4.2139  0.3846
H -1.8151 1.8459 -3.2891  -0.8807
H -2.5435 3.3617 -3.7886  0.7773
H -2.1495 2.4220 -0.9512  0.1617
H -2.1113 4.1661 -1.2128  0.5040
H -4.3448 4.1154 -2.1870  0.3883
H -4.4235 3.1369 -0.6904  0.4122
H -4.2412 1.9267 -3.5296  0.3237
H -5.6544 2.0685 -2.5161  0.3508
H -3.9861 0.7321 -0.6877  0.4777
H -5.2413 0.0143 -1.6789  0.3887
H -2.2105 -0.0488 -2.1736  -0.4573
H -3.3667 -1.3355 -1.8856  0.6540
H -3.0283 0.2697 -4.4068  0.1623
H -4.5119 -0.6530 -4.1909  0.4486
H -3.2078 -2.2828 -5.2802  0.2625
H -2.6655 -2.6112 -3.5785  0.3519
H -1.5504 -0.2034 -6.3600  0.4103
H 1.1143 0.0383 -6.3154  0.4702
H 1.9368 -1.5442 -4.2677  0.4884
H -0.1928 -2.6827 -3.1528  0.3913
H 3.0865 0.2584 -1.3534  0.5771
C 3.2334 -1.7765 8.4221  -0.7131
O 3.7577 -2.2845 7.2051  -0.3487
C 2.9667 -3.3132 6.6251  -0.8852
C 2.3120 -2.8274 5.3438  -0.0771
N 1.2660 -1.8481 5.6186  -0.3287
C 0.7748 -1.1534 4.4357  -0.7412
C 1.7593 -0.2681 3.6666  -0.0874
O 2.1831 0.8764 4.3702  -0.4669
C 3.2786 0.6747 5.2537  -0.5826
H 3.9854 -1.1212 8.8587  0.2390
H 2.3243 -1.1909 8.2513  0.3084
H 3.0241 -2.5836 9.1288  0.3447
H 2.2266 -3.7061 7.3277  0.4219
H 3.6492 -4.1302 6.3738  0.3911
H 1.8716 -3.6828 4.8196  0.3482
H 3.1044 -2.4054 4.7109  0.1531
H 1.6242 -1.1570 6.2652  0.1208
H -0.0501 -0.5173 4.7654  0.3638
H 0.3473 -1.8942 3.7462  0.3503
H 1.2276 0.1115 2.7844  0.2458
H 2.6219 -0.8301 3.2808  0.2046
H 3.9633 -0.0968 4.8930  0.2660
H 2.9271 0.4295 6.2576  0.2079
H 3.8258 1.6145 5.3240  0.3032

# 2
DFT (ωB97M-V with the def2-TZVPD basis set) results for a molecular structure, C26H48CoOP2.

Net charge ... +1
E_tot ... -85976.7068 eV
Orbital gap (spin up / spin down) ... 6.71 / 5.47 eV
Molar mass ... 497.55 g mol⁻¹
Expectation value of S² ... 6.242
2S+1 ... 5

Last column: Löwdin spin population.
Element x y z (Å)
Co 0.7560 -0.4616 -1.4317  2.0724
C 0.7818 1.4555 -0.1191  0.1213
C -0.4508 1.1978 -0.8738  0.1196
C -0.6742 0.3020 1.2615  0.0164
C 0.5805 0.9585 1.1917  0.2779
C -1.3376 0.4919 0.0498  0.1925
C 1.8260 2.4542 -0.4389  0.0088
H 1.7281 2.8684 -1.4402  0.0000
H 2.8249 2.0165 -0.3533  0.0023
H 1.7799 3.2758 0.2853  0.0039
C 1.4420 1.2915 2.3429  0.0455
H 2.5052 1.1826 2.1054  0.0086
H 1.2269 0.7027 3.2371  0.0016
H 1.2921 2.3390 2.6312  0.0175
C -1.2227 -0.3950 2.4508  -0.0051
H -1.3108 0.3145 3.2876  -0.0011
H -0.5839 -1.2239 2.8040  -0.0009
H -2.2244 -0.7994 2.2495  -0.0002
C -2.7409 0.1319 -0.2120  0.0271
H -3.3650 0.4125 0.6420  0.0032
H -2.8793 -0.9602 -0.3472  0.0099
H -3.1206 0.6172 -1.1131  0.0007
C -0.9626 2.0011 -2.0221  0.0183
H -1.9031 2.5179 -1.7690  0.0051
H -1.1912 1.3667 -2.8908  0.0059
H -0.2565 2.7725 -2.3605  -0.0003
C 2.4057 -2.5376 -3.3530  0.5665
C 2.7587 -1.2607 -3.9152  0.0970
C 2.5187 -1.0901 -5.4715  -0.0038
C 1.1303 -1.3301 -6.0099  -0.0195
C 0.0563 -1.4795 -4.9897  -0.1467
C -0.3241 -2.7398 -4.4449  0.0686
C 0.5369 -3.9707 -4.2674  0.0484
C 2.0584 -3.6920 -4.1957  0.0841
H 3.2235 -1.8203 -5.9053  -0.0004
H 1.1473 -2.2196 -6.6721  -0.0054
H 2.8993 -0.1078 -5.8115  0.0000
H 2.4510 -3.6539 -5.2162  0.0089
H 2.6888 -2.7972 -2.3229  0.0214
H 3.8450 -1.0057 -3.9641  0.0438
H 2.4996 -4.5843 -3.7349  0.0104
H 0.2460 -4.4526 -3.3214  0.0029
H -1.3954 -2.9845 -4.4147  -0.0012
H 0.2933 -4.7104 -5.0539  0.0052
H 0.8597 -0.4775 -6.6637  -0.0008
H -0.6891 -0.6735 -4.9955  -0.0040
P 2.5522 -0.0089 -2.5999  0.0541
C 4.0278 -0.5357 -1.6207  0.0098
C 2.1729 1.3149 -3.7904  0.0168
P -1.7479 -1.6897 -2.1212  0.0408
C -0.0343 -1.5780 -2.6712  -0.0910
C -2.8452 -1.0925 -3.4493  0.0043
C -1.6984 -3.4762 -1.8099  0.0115
H 3.7861 -1.2234 -0.7899  0.0007
H 4.5388 0.3392 -1.1992  0.0011
H 4.7780 -1.0629 -2.2344  0.0032
H 1.3383 1.0085 -4.4489  0.0015
H 3.0802 1.4241 -4.4061  0.0033
H 1.9016 2.2567 -3.2982  0.0019
H -1.1013 -4.0398 -2.5365  0.0015
H -2.7245 -3.8333 -1.8437  0.0002
H -1.2408 -3.6531 -0.8324  0.0006
H 0.5657 -2.4779 -2.4978  0.0163
H 0.3515 -0.8378 -3.4607  0.0011
H -3.8080 -0.9258 -2.9315  0.0012
H -2.9997 -1.8569 -4.2203  -0.0001
H -2.5612 -0.1350 -3.9175  0.0002
C 2.3837 -1.7948 1.5246  0.0067
C 1.5506 -2.5662 0.5204  0.0122
C 0.8313 -3.7833 1.1268  0.0029
O 0.6290 -1.7549 -0.1253  0.1698
H 2.9333 -0.9955 1.0139  0.0007
H 3.1079 -2.4613 2.0171  0.0001
H 1.7692 -1.3340 2.3108  0.0010
H 2.2325 -2.9271 -0.2787  0.0012
H 0.0035 -3.4672 1.7820  0.0000
H 0.4323 -4.4133 0.3234  0.0000
H 1.5129 -4.3934 1.7372  0.0005